(1)
{
  "formula": "C16H20BBr2ClF3LiN3NaO8PV",
  "method": "wB97M-V/def2-TZVPD",
  "total_energy_ev": -238786.259,
  "elements": ["C", "C", "B", "O", "C", "N", "C", "C", "O", "C", "F", "C", "C", "P", "O", "Cl", "C", "N", "C", "N", "C", "C", "C", "H", "H", "H", "H", "H", "H", "H", "H", "H", "H", "H", "H", "H", "H", "H", "C", "O", "O", "O", "H", "Na", "O", "V", "O", "F", "Li", "Br", "C", "C", "Br", "H", "H", "H", "H", "F"],
  "coordinates": [[2.06249, -0.32955, 4.06460], [2.67707, -0.32558, 2.60919], [1.77881, -1.18931, 1.59789], [2.44389, -1.90627, 0.58035], [0.17565, -1.20362, 1.73124], [-0.41317, -2.40290, 1.84797], [-1.77177, -2.23793, 1.89632], [-2.60308, -3.44123, 1.94965], [-2.00028, -4.69016, 1.97496], [-3.99033, -3.35707, 1.95433], [-4.71321, -4.49295, 1.97413], [-4.67937, -2.08372, 1.90735], [-3.90013, -0.93360, 1.88151], [-4.64328, 0.77166, 1.84950], [-6.23840, 0.65073, 1.99490], [-3.99750, 1.64241, 3.80833], [-2.46409, -0.99535, 1.86388], [-1.81022, 0.19250, 1.79046], [-0.51094, 0.08055, 1.70902], [0.22204, 1.31357, 1.52595], [-0.08392, 1.63935, 0.30446], [0.07729, 0.75025, -0.93646], [-0.66176, 3.04631, 0.01413], [2.89158, -0.29711, 4.79673], [1.54393, -1.30254, 4.18969], [1.36474, 0.51287, 4.21900], [3.73312, -0.65405, 2.57841], [2.65998, 0.72235, 2.22713], [2.91141, -1.21308, 0.08859], [-1.73116, -4.86197, 1.05895], [-5.77128, -1.96533, 1.88725], [-6.61395, 1.57193, 1.85679], [0.03616, -0.32805, -0.71747], [1.05327, 1.01369, -1.39387], [-0.73659, 0.99346, -1.65146], [-1.77131, 3.05985, 0.09482], [-0.42030, 3.26815, -1.05260], [-0.15387, 3.78389, 0.69141], [-4.30356, 1.19540, -1.48077], [-3.28077, 1.84751, -1.06454], [-4.73540, 1.63854, -2.72228], [-4.92965, 0.26669, -0.96000], [-4.05077, 2.32041, -2.80287], [-2.74082, 3.60283, 3.89958], [6.08600, -2.44304, -3.14256], [5.14096, -2.40562, -1.75390], [4.15836, -2.32500, -0.33499], [-7.96781, 1.51361, 0.88552], [-0.09962, 5.38161, 0.47346], [5.51180, 1.64243, -3.80264], [6.48146, 0.38924, -4.96543], [6.13414, 0.52101, -6.43548], [4.44036, -0.30583, -6.91419], [6.28963, -0.60825, -4.56859], [7.52902, 0.64805, -4.80885], [6.86935, -0.01257, -7.03498], [6.07844, 1.55475, -6.76696], [3.43738, 0.77609, -4.46653]],
  "forces_ev_per_angstrom": [[0.7615, -0.5837, -0.6327], [-0.7126, 0.5455, -0.0099], [0.8065, -0.1421, 0.0575], [-4.4517, 2.0897, 1.8154], [1.2231, -0.4625, 0.2193], [-0.9722, 2.7307, -0.3758], [-1.6003, -1.7558, 0.1415], [-0.2065, 0.2792, -0.0114], [-0.3317, 0.7061, -0.4156], [0.1322, 1.0804, -0.1693], [0.2749, 0.4899, -0.0124], [1.2208, 0.0575, 0.1127], [-0.9223, -0.7282, 0.8958], [-1.0198, 0.6486, -3.3334], [3.3084, -1.0718, 1.6162], [-0.1113, -0.6134, 1.8349], [-0.6181, -0.0860, 0.0975], [0.9905, -0.3292, -0.0433], [1.0086, -2.0459, 0.4932], [-2.2090, 0.5012, -1.1036], [0.2443, 0.4290, 0.2877], [-1.1521, 0.4514, 0.0830], [1.2915, 0.0851, -1.2533], [-0.5957, 0.1588, -0.1767], [0.0817, 0.6978, 0.3026], [0.2871, -0.5134, -0.0330], [-0.5372, 0.0273, 0.1216], [0.1517, -0.5002, 0.2058], [0.3413, -0.6202, 0.1942], [0.1596, -0.1866, 0.3459], [0.4883, -0.4156, 0.0470], [-1.6500, -0.8516, -1.2207], [0.1732, 0.5236, -0.0188], [-0.4250, -0.0900, 0.2116], [0.4481, -0.2325, 0.3004], [0.3927, -0.4879, 0.0893], [-0.2453, 0.3151, 0.5755], [-0.1800, -1.1596, 0.2518], [-0.2560, -0.4797, 0.4723], [0.2063, -0.1034, 0.2054], [0.5402, 0.2016, 0.3333], [0.7425, 0.4844, 0.2038], [-0.3755, 0.1502, -0.7221], [0.2030, 0.2424, -0.0128], [-0.8503, 0.1642, 1.3982], [-0.6531, 0.2964, 0.2543], [4.8053, -0.8777, -3.6670], [-0.1808, 1.0858, 0.2090], [-0.0966, 0.3055, -0.5032], [-0.3496, -0.6233, -0.3462], [-0.0468, -0.0487, -0.3094], [-0.3835, -0.0410, 0.0912], [0.2417, -0.0846, -0.2682], [-0.0570, 0.0552, 0.0617], [-0.0389, 0.0459, 0.0864], [0.1330, 0.0663, 0.1722], [0.0709, -0.0214, 0.0725], [0.4999, 0.2414, 0.7780]]
}


(2)
{
  "formula": "C3H5NO2",
  "method": "wB97M-V/def2-TZVPD",
  "total_energy_ev": -8774.608,
  "e_above_lowest_ev": 3.086,
  "elements": ["O", "C", "C", "N", "C", "O", "H", "H", "H", "H", "H"],
  "coordinates": [[1.90027, -0.43538, -0.92385], [1.64760, -0.04344, 0.27669], [0.22520, 0.01855, 0.63608], [-0.52214, -0.21714, -0.42625], [-1.90951, -0.04986, -0.49215], [-2.55945, 0.37927, 0.42501], [2.30208, -0.31427, 1.12812], [-0.20961, 0.33443, 1.57974], [1.53825, 1.13918, 0.45521], [0.13098, -0.50848, -1.20086], [-2.32889, -0.36795, -1.45938]],
  "forces_ev_per_angstrom": [[0.0466, 0.0542, -0.0828], [-0.1740, -0.0829, 0.4895], [0.0529, 0.0025, -0.2305], [0.1118, 0.0089, 0.1993], [-0.2528, 0.1080, 0.3033], [0.2577, -0.1930, -0.4638], [-0.0307, 0.0690, -0.1327], [0.0769, -0.0650, -0.1334], [0.0470, -0.0092, -0.0930], [-0.1497, 0.0308, 0.0208], [0.0143, 0.0767, 0.1233]]
}


(3)
{
  "formula": "C10H13O2",
  "method": "wB97M-V/def2-TZVPD",
  "charge": -1,
  "total_energy_ev": -14677.305,
  "e_above_lowest_ev": 0.301,
  "elements": ["C", "C", "C", "O", "O", "H", "H", "H", "H", "H", "C", "C", "C", "C", "C", "C", "C", "H", "H", "H", "H", "H", "H", "H", "H"],
  "coordinates": [[0.73402, -0.81388, -2.08585], [1.17552, -1.66641, -3.26665], [0.02205, 0.49704, -2.50532], [0.30469, 1.52992, -1.84513], [-0.73867, 0.41995, -3.50210], [0.12084, -1.43210, -1.42782], [1.58663, -0.44513, -1.51413], [1.35052, -1.09626, -4.17277], [0.46554, -2.45430, -3.53801], [2.11189, -2.20299, -3.04738], [-0.95838, -2.18736, 1.52963], [-0.76382, 0.25538, 0.96447], [-0.48253, -0.78913, 1.83595], [-0.39807, 1.56535, 1.23443], [0.12327, 1.84788, 2.49484], [0.08794, -0.48789, 3.07891], [0.41420, 0.81605, 3.38576], [-1.12200, 0.02320, -0.02732], [-0.36583, 2.30425, 0.44572], [-1.37204, -2.25449, 0.52169], [-1.72666, -2.53863, 2.22517], [0.19386, 2.87794, 2.81757], [0.31752, -1.32923, 3.72335], [0.94259, 1.09460, 4.28845], [-0.11349, -2.86156, 1.61174]],
  "forces_ev_per_angstrom": [[0.3674, 0.4303, -0.0976], [0.4554, -0.7624, -0.1573], [-0.5205, 0.3146, -0.6126], [-0.0628, -0.3588, 0.1489], [0.0962, -0.1265, 0.3052], [-0.1491, 0.2065, 0.1465], [0.1233, -0.3546, 0.1357], [-0.0604, 0.2994, -0.0300], [-0.1796, 0.2460, 0.0789], [-0.0916, 0.1096, 0.0831], [0.1933, 0.1063, -0.0966], [0.7099, -0.2213, -0.6960], [-1.2013, 0.4423, 0.6418], [0.4908, -0.1739, 0.6403], [-0.5016, -0.0984, -0.1633], [0.2891, -0.5248, -0.7139], [-0.0220, 0.6013, 0.0893], [-0.1805, 0.0319, -0.0968], [-0.5560, 0.0248, -0.0569], [0.1210, 0.0102, 0.0495], [0.0629, 0.1654, 0.0399], [0.6153, 0.0812, -0.1040], [0.0900, 0.1763, 0.2709], [-0.2027, -0.2518, 0.2881], [0.1135, -0.3734, -0.0933]]
}


(4)
{
  "formula": "C31H57N2NiO2P2S",
  "method": "wB97M-V/def2-TZVPD",
  "multiplicity": 3,
  "charge": 1,
  "total_energy_ev": -110596.886,
  "e_above_lowest_ev": 0.000,
  "elements": ["C", "C", "C", "C", "C", "H", "H", "H", "N", "P", "P", "C", "H", "H", "C", "O", "C", "H", "C", "C", "C", "C", "C", "H", "H", "H", "C", "H", "H", "H", "C", "H", "H", "H", "C", "H", "H", "H", "C", "H", "H", "H", "C", "H", "H", "H", "C", "H", "H", "H", "C", "H", "H", "H", "C", "H", "H", "H", "C", "H", "H", "H", "C", "H", "H", "H", "C", "H", "H", "H", "Ni", "N", "C", "C", "C", "C", "C", "H", "H", "H", "H", "H", "H", "H", "H", "H", "C", "S", "C", "O", "H", "H", "H", "H", "H", "H"],
  "coordinates": [[-0.80281, -2.28138, -1.56235], [1.39331, -2.12679, -0.70549], [-0.54190, -3.52526, -2.15247], [1.64213, -3.46561, -1.13601], [0.68621, -4.13994, -1.87683], [-1.30738, -3.98286, -2.77085], [2.59918, -3.90811, -0.85562], [0.87372, -5.15111, -2.23281], [0.12805, -1.63356, -0.87046], [-2.36048, -0.55799, -0.07504], [2.12833, 0.42760, 0.23765], [-2.14267, -1.55525, -1.63990], [-2.10523, -0.85143, -2.48446], [-2.96643, -2.24592, -1.85764], [-0.45218, 1.18435, 1.67877], [-0.61851, 1.94501, 2.54770], [2.36381, -1.25142, -0.18205], [3.36020, -1.67206, -0.03403], [3.17187, 1.14484, -1.25723], [3.19169, 0.62932, 1.84318], [-3.67011, 0.75647, -0.45282], [-3.02508, -1.88831, 1.08288], [2.83857, 2.63446, -1.32724], [3.05371, 3.15538, -0.38424], [3.43728, 3.10851, -2.12120], [1.77869, 2.78336, -1.56213], [4.68237, 0.93060, -1.10540], [5.12023, 1.48195, -0.26517], [4.93004, -0.13583, -1.02472], [5.16753, 1.30316, -2.02302], [2.76136, 0.41135, -2.53859], [3.31287, 0.82701, -3.39552], [2.99407, -0.65725, -2.47344], [1.69215, 0.51537, -2.74569], [3.47568, 2.12941, 2.02875], [2.54316, 2.71118, 2.02904], [3.95709, 2.27890, 3.00751], [4.15101, 2.53813, 1.26612], [2.35905, 0.13449, 3.02882], [1.42499, 0.68690, 3.14727], [2.10164, -0.92473, 2.93778], [2.94689, 0.26008, 3.95195], [4.49393, -0.18352, 1.88589], [5.19367, 0.02672, 1.07523], [5.00904, 0.07785, 2.82403], [4.30334, -1.26198, 1.90879], [-3.31540, -1.22205, 2.43588], [-3.73015, -1.98742, 3.10950], [-2.39107, -0.85115, 2.89612], [-4.03751, -0.39917, 2.37038], [-1.95407, -2.96815, 1.29858], [-1.71573, -3.51005, 0.37690], [-1.03630, -2.55190, 1.72719], [-2.34202, -3.70025, 2.02229], [-4.27819, -2.57947, 0.51590], [-4.39965, -3.54650, 1.02551], [-5.19008, -2.00397, 0.69826], [-4.20591, -2.79208, -0.55691], [-3.65739, 1.02847, -1.95724], [-3.99304, 0.16463, -2.54470], [-4.33619, 1.86531, -2.18146], [-2.65624, 1.31423, -2.29447], [-3.27420, 2.04726, 0.28718], [-2.32213, 2.45164, -0.07825], [-4.05339, 2.80306, 0.10586], [-3.19457, 1.89889, 1.37115], [-5.09772, 0.37803, -0.04750], [-5.46867, -0.48572, -0.61170], [-5.20434, 0.19864, 1.02826], [-5.75175, 1.22904, -0.29647], [-0.26532, 0.27266, 0.18411], [-0.32903, 1.26628, -1.34102], [-0.11330, 1.70926, -2.40823], [-0.24089, 2.67203, -3.58915], [0.84267, 2.38902, -4.62897], [-1.60256, 2.52210, -4.25510], [-0.13788, 4.11263, -3.09985], [1.85265, 2.52357, -4.22379], [0.75462, 1.36876, -5.01879], [0.72895, 3.07846, -5.47723], [-2.39506, 2.85989, -3.58090], [-1.64178, 3.15210, -5.15395], [-1.79623, 1.48618, -4.54849], [-0.18420, 4.79155, -3.96183], [-0.97867, 4.34142, -2.43490], [0.78779, 4.31012, -2.55411], [1.26695, -3.22898, 4.72091], [-0.19180, -2.17552, 4.81647], [0.34188, -0.95268, 6.03489], [-0.25398, -1.43750, 3.50546], [0.91550, -4.25219, 4.91305], [1.99246, -2.94187, 5.49148], [1.69788, -3.15194, 3.71485], [0.23823, 0.04051, 5.59207], [-0.32906, -1.06673, 6.89262], [1.37189, -1.15252, 6.34111]],
  "forces_ev_per_angstrom": [[0.0664, 0.4427, 0.2476], [-0.8725, -0.5415, -0.5499], [0.1656, 0.1638, 0.1916], [0.3977, 0.5341, 0.3377], [-0.2521, 0.0928, 0.0191], [0.1683, -0.1095, 0.1336], [-0.2685, -0.0251, -0.3068], [0.0302, 0.2310, 0.0514], [0.4574, 0.3280, 0.1172], [-0.6550, -0.8181, -0.0937], [1.1077, 0.6331, 0.0424], [0.2532, -0.0237, -0.2807], [0.1160, -0.1845, 0.2378], [0.2815, 0.1367, 0.0835], [-0.7765, 2.4630, 3.5161], [0.4183, -1.9240, -2.1889], [0.7103, -1.9840, 0.4180], [-0.1777, -0.0695, -0.1180], [-0.0848, -0.1113, 0.6660], [-0.0417, -0.0332, -0.3704], [-0.1408, -0.2805, 0.1016], [-0.2916, 0.2751, -0.1742], [0.0764, 0.2103, -0.1993], [-0.0529, -0.1340, -0.3427], [-0.1299, -0.0464, 0.1627], [0.3555, 0.0215, 0.1705], [0.1215, 0.2042, -0.1853], [-0.1358, -0.1754, -0.2587], [-0.0080, 0.2735, 0.0282], [-0.1171, -0.0829, 0.2253], [-0.1763, 0.0602, -0.0765], [-0.0828, -0.0590, 0.2367], [0.0000, 0.2076, -0.1026], [0.3098, -0.2222, 0.0050], [0.0689, 0.0107, 0.1060], [0.1891, -0.0823, -0.0321], [-0.1259, -0.0311, -0.2269], [-0.1869, -0.1277, 0.2388], [-0.2163, 0.0546, 0.0472], [0.1931, -0.1331, 0.0424], [-0.0108, 0.1796, -0.0741], [-0.0758, 0.0138, -0.2274], [0.2839, 0.1326, -0.0001], [-0.1893, -0.0769, 0.2387], [-0.1341, -0.1350, -0.1991], [-0.0138, 0.1567, 0.0194], [-0.0063, -0.0946, 0.2360], [0.0325, 0.2161, -0.0844], [-0.1764, -0.0748, -0.1572], [0.1879, -0.2640, 0.0502], [0.3078, 0.0541, 0.0267], [-0.1104, 0.0166, 0.1668], [-0.1505, -0.0177, -0.1766], [0.0047, 0.1639, -0.1578], [-0.2544, -0.1816, 0.3302], [-0.0052, 0.1990, -0.1056], [0.2445, -0.2141, -0.0550], [-0.0900, 0.0051, 0.2881], [0.0007, 0.1741, -0.1825], [0.0026, 0.1918, 0.1428], [0.1288, -0.1574, 0.0854], [-0.3320, -0.1592, 0.1165], [-0.0664, 0.0697, -0.0283], [-0.1637, -0.1223, 0.1073], [0.1797, -0.1562, 0.0708], [-0.0318, 0.0168, -0.2004], [-0.3308, 0.2489, -0.1663], [0.0897, 0.2299, 0.1810], [-0.0300, -0.0008, -0.3863], [0.1377, -0.1905, 0.0600], [0.3859, -1.1567, 0.5931], [0.8157, 1.8960, -4.8972], [-1.9389, 0.7283, 2.0010], [0.6133, -0.3652, -0.2953], [0.3996, -0.1086, -0.2338], [-0.5188, -0.2471, 0.0181], [0.0400, 0.3101, 0.5771], [-0.2410, -0.0346, -0.0567], [0.0701, 0.1278, 0.0648], [-0.0443, -0.1451, 0.2864], [0.0797, -0.0992, -0.2078], [0.1488, -0.1676, 0.2379], [-0.0498, 0.1207, -0.0245], [0.0039, -0.2456, 0.1760], [0.1605, 0.0344, -0.0887], [-0.0740, 0.0057, -0.1444], [0.2199, -0.4162, 0.4400], [-0.3240, 0.5333, -0.7689], [0.1214, -0.2862, 0.4475], [-0.0020, -0.1980, 0.3061], [0.2831, 0.2386, -0.1422], [-0.0730, -0.1938, -0.3159], [-0.2113, 0.0687, 0.2916], [-0.0209, -0.2205, -0.0243], [0.2072, 0.1923, -0.0773], [-0.1737, 0.2615, -0.0007]]
}


(5)
{
  "formula": "C2H4N2S",
  "method": "wB97M-V/def2-TZVPD",
  "total_energy_ev": -15948.957,
  "e_above_lowest_ev": 4.926,
  "elements": ["C", "C", "N", "N", "S", "H", "H", "H", "H"],
  "coordinates": [[0.17020, 0.70495, -0.01193], [0.25426, -0.77728, -0.52145], [-0.44509, 0.07749, 1.16573], [-0.51326, -1.20022, 0.73066], [-0.29009, -0.71530, -2.41554], [1.17827, 1.34996, 0.15503], [-0.55836, 1.27628, -0.48735], [1.29748, -1.18218, -0.45373], [-1.09341, 0.46630, 1.83860]],
  "forces_ev_per_angstrom": [[3.4148, -0.9479, 1.3904], [1.1952, 1.4499, -1.2795], [-0.6019, -3.7387, -1.7681], [0.5871, 4.8945, 0.0614], [0.0460, -0.6169, 2.4255], [-2.4008, -1.7014, -0.1920], [-1.1671, 0.9889, -1.1075], [-1.0533, -0.0591, -0.1053], [-0.0200, -0.2693, 0.5752]]
}